[1]
Molecular formula: C7H10BClF5O5S
Method: DFT, ωB97M-V/def2-TZVPD

Last column: natural (NBO) charge in e.
CARTESIAN COORDINATES (ANGSTROEM)
O 2.00 0.34 2.14  -0.898
S 2.59 -0.45 1.11  2.070
O 3.70 -1.32 1.40  -0.944
C 1.52 -1.44 -0.03  -0.135
O 0.78 -0.72 -0.90  -0.685
B -0.59 -0.65 -0.21  0.601
C -1.76 -0.13 -1.16  -0.700
C -3.18 -0.35 -0.59  -0.402
C -3.84 0.89 -0.03  -0.049
O -3.09 1.39 1.07  -0.716
O -0.69 -2.12 0.19  -0.671
C 0.52 -2.45 0.66  0.149
Cl 0.61 -2.47 2.50  -0.165
C 3.36 0.82 -0.05  0.368
F 3.84 0.21 -1.13  -0.315
F 4.39 1.30 0.67  -0.316
C 2.57 2.08 -0.51  0.922
F 2.17 2.79 0.54  -0.302
F 3.43 2.85 -1.22  -0.330
F 1.54 1.81 -1.28  -0.284
H 2.30 -2.00 -0.55  0.207
H -0.46 0.03 0.81  -0.111
H -1.60 0.94 -1.33  0.204
H -1.70 -0.62 -2.14  0.196
H -3.85 -0.73 -1.37  0.186
H -3.16 -1.11 0.20  0.212
H -3.92 1.65 -0.81  0.141
H -4.86 0.64 0.30  0.140
H -3.40 2.27 1.28  0.455
H 0.79 -3.47 0.41  0.174

Output
**Net charge**: -1
**Multiplicity**: 1
**HOMO energy**: -5.43 eV
**E_LUMO**: 3.18 eV
**HOMO-LUMO gap**: 8.608 eV



[2]
Molecular formula: C4H11NO
Method: DFT, ωB97M-V/def2-TZVPD

Last column: natural (NBO) charge in e.
CARTESIAN COORDINATES (ANGSTROEM)
C 0.24 2.09 -0.40  -0.722
C 1.57 2.06 0.14  0.657
N 2.38 1.02 -0.29  -0.862
O 1.94 2.95 0.85  -0.591
H 0.39 2.40 -1.45  0.237
H -0.57 2.79 -0.11  0.249
H -0.28 1.14 -0.44  0.217
H 3.41 1.03 -0.03  0.412
H 2.03 0.19 -0.83  0.401
C -1.48 -2.04 -0.36  -0.598
C -1.40 -1.98 1.13  -0.599
H -0.68 -1.33 -0.91  0.185
H -1.37 -3.04 -0.81  0.206
H -2.39 -1.52 -0.80  0.201
H -1.60 -0.94 1.27  0.208
H -0.26 -2.21 1.35  0.191
H -1.93 -2.61 1.69  0.206

Output
**SMILES**: CC(N)=O.CC
**Multiplicity**: 1
**HOMO energy**: -9.81 eV
**Energy relative to the best compared isomer or geometry (same formula, charge and spin)**: 31.58 kcal per mole
**E_LUMO**: 0.71 eV
**HOMO-LUMO gap**: 10.516 eV



[3]
Molecular formula: C13H28ClNO6S3
Method: DFT, ωB97M-V/def2-TZVPD

Last column: natural (NBO) charge in e.
CARTESIAN COORDINATES (ANGSTROEM)
C -0.31 0.36 -0.53  -0.748
C -1.03 0.25 0.91  0.498
C -1.26 1.66 1.66  -0.715
N -1.39 -0.90 1.48  -0.600
C -2.60 -1.48 0.80  0.232
C -3.87 -1.32 1.77  -0.444
C -5.21 -0.85 1.04  -0.406
C -5.26 0.70 0.64  -0.434
C -4.49 0.99 -0.74  -0.645
S -5.30 2.27 -1.81  1.942
O -4.73 2.08 -3.19  -0.862
O -6.81 2.10 -1.87  -0.859
Cl -4.82 4.12 -0.98  -0.180
O -2.29 -2.90 0.55  -0.534
C -2.17 -3.01 -0.87  0.629
O -1.15 -3.42 -1.45  -0.539
H -1.16 0.39 -1.31  0.222
H 0.34 -0.54 -0.77  0.256
H 0.25 1.36 -0.58  0.280
H -2.23 1.67 2.28  0.227
H -0.34 1.94 2.27  0.254
H -1.35 2.44 0.82  0.223
H -2.70 -0.97 -0.22  0.158
H -4.07 -2.37 2.21  0.240
H -3.69 -0.64 2.67  0.235
H -6.08 -1.02 1.79  0.231
H -5.49 -1.49 0.12  0.209
H -4.94 1.41 1.47  0.222
H -6.37 0.94 0.44  0.245
H -4.41 -0.02 -1.29  0.271
H -3.41 1.26 -0.46  0.261
H -3.05 -2.66 -1.53  0.123
C 4.91 2.35 -1.58  -0.835
S 3.35 1.81 -2.30  1.241
O 2.32 1.84 -1.21  -1.012
C 3.82 0.08 -2.53  -0.828
H 4.82 3.41 -1.32  0.230
H 5.13 1.77 -0.69  0.266
H 5.71 2.22 -2.31  0.228
H 4.11 -0.37 -1.58  0.239
H 4.66 0.03 -3.23  0.230
H 2.97 -0.46 -2.94  0.233
C 6.39 -2.60 0.77  -0.827
S 5.31 -1.16 0.69  1.249
O 6.00 -0.12 -0.14  -0.999
C 5.50 -0.69 2.42  -0.826
H 6.45 -3.04 -0.23  0.243
H 7.39 -2.30 1.09  0.232
H 5.97 -3.33 1.46  0.232
H 6.56 -0.51 2.64  0.232
H 5.11 -1.49 3.06  0.233
H 4.93 0.22 2.60  0.245

Output
**Multiplicity**: 1
**HOMO energy**: -8.14 eV
**E_LUMO**: -0.75 eV
**HOMO-LUMO gap**: 7.395 eV



[4]
Molecular formula: CH4INOS
Method: DFT, ωB97M-V/def2-TZVPD

Last column: natural (NBO) charge in e.
CARTESIAN COORDINATES (ANGSTROEM)
C 0.52 0.19 -0.38  -0.123
N -0.53 -0.50 0.26  -0.751
O 3.34 -0.69 -1.27  -0.906
S 2.14 -0.80 -2.04  0.834
I 0.85 -2.96 -1.94  -0.214
H 1.52 0.36 0.10  0.208
H 0.30 1.00 -0.93  0.177
H -0.28 -1.43 0.75  0.404
H -1.16 -0.63 -0.41  0.370

Output
**Multiplicity**: 1
**HOMO energy (alpha / beta)**: -8.10 / -8.10 eV
**Energy relative to the best compared isomer or geometry (same formula, charge and spin)**: 27.38 kcal per mole
**E_LUMO (alpha / beta)**: -0.51 / -0.51 eV
**HOMO-LUMO gap (alpha / beta)**: 7.591 / 7.592 eV



Look up the multiplicity of the second one.
1



Look up the multiplicity of the third one.
1



What is the multiplicity in the fourth record?
1